<1>
Here is the ion C5H7N2 with charge +1 from the Open Molecules 2025 dataset. Energies are from wB97M-V/def2-TZVPD.

```
14
Properties=species:S:1:pos:R:3
C -0.74 1.15 -2.61
N -0.62 0.29 -1.58
C -0.95 -0.30 -0.60
N -1.08 -0.51 0.65
C -1.20 -1.50 1.74
C -0.09 -0.80 1.82
C 1.20 -0.47 2.25
H -1.32 1.98 -2.42
H 0.16 1.70 -2.87
H -0.91 0.56 -3.53
H -1.90 -2.21 1.92
H 1.35 0.07 3.19
H 1.73 0.06 1.50
H 1.71 -1.36 2.72
```

Properties
- Net charge: +1
- Spin multiplicity: 1
- SMILES: C[N+]#CN1C=C1C
- Orbital gap: 9.2 eV
- LUMO: -4.17 eV

***

<2>
Here is the ion C5H7N2 with charge +1 from the Open Molecules 2025 dataset. Energies are from wB97M-V/def2-TZVPD.

```
14
Properties=species:S:1:pos:R:3
C 0.54 -1.91 1.10
C 0.16 -0.76 0.34
C -0.86 -0.41 -0.47
C -0.42 1.14 -0.76
N -1.12 2.13 -1.25
N 0.78 1.42 -0.40
C 1.16 0.34 0.32
H 1.57 -2.08 0.78
H -0.04 -2.83 1.01
H 0.67 -1.75 2.10
H -1.85 -0.79 -0.54
H -2.10 2.19 -1.68
H -0.66 3.05 -1.34
H 2.18 0.25 0.80
```

Properties
- Net charge: +1
- Spin multiplicity: 1
- SMILES: CC1=CC(=[NH2+])N=C1
- Orbital gap: 8.3 eV
- LUMO: -6.50 eV

***

<3>
Here is the ion C5H7N2 with charge +1 from the Open Molecules 2025 dataset. Energies are from wB97M-V/def2-TZVPD.

```
14
Properties=species:S:1:pos:R:3
C 2.81 -0.12 -0.11
N 1.61 -0.09 0.20
C 0.32 -0.09 0.00
N -0.46 -1.15 -0.09
C -1.82 -0.82 -0.13
C -2.04 0.48 0.04
C -0.68 1.14 0.13
H 3.51 -0.22 0.72
H 3.09 0.04 -1.14
H -0.03 -2.11 0.05
H -2.55 -1.67 -0.17
H -2.79 1.08 0.35
H -0.63 1.63 -0.78
H -0.35 1.90 0.91
```

Properties
- Net charge: +1
- Spin multiplicity: 1
- SMILES: C=NC1=[NH+]C=CC1
- Orbital gap: 9.3 eV
- LUMO: -4.17 eV

***

Name the least stable of them. <1>.

***

<1>
Here is a structure of composition C5H7N2 from the Open Molecules 2025 dataset. Energies are from wB97M-V/def2-TZVPD.

```
14
Properties=species:S:1:pos:R:3
C 0.71 -2.77 0.44
C 0.67 -1.47 0.69
C 0.25 0.41 0.49
C -0.17 1.81 0.46
C -0.65 -0.88 -1.51
N -0.09 -0.63 -0.24
N 1.05 -0.31 1.38
H -0.68 2.28 1.42
H -0.83 2.01 -0.50
H 0.85 2.42 0.43
H -1.44 -1.61 -1.32
H -1.04 0.09 -1.81
H 0.09 -1.24 -2.23
H 1.29 -0.10 2.31
```

Properties
- Net charge: +1
- Spin multiplicity: 1
- Orbital gap: 8.8 eV
- LUMO: -6.26 eV

***

<2>
Here is the ion C5H7N2 with charge +1 from the Open Molecules 2025 dataset. Energies are from wB97M-V/def2-TZVPD.

```
14
Properties=species:S:1:pos:R:3
C 1.34 -0.44 -0.71
C 0.97 -1.63 1.42
C -1.48 -0.06 0.41
C 0.03 1.74 -0.74
C 0.34 0.45 -1.37
N 1.13 -1.03 0.34
N -0.74 0.57 -0.48
H 1.47 -1.37 2.38
H 0.71 -2.65 1.25
H -2.14 -0.91 -0.01
H -2.00 0.48 1.25
H 0.71 1.99 0.00
H -0.56 2.58 -1.26
H 0.23 0.27 -2.48
```

Properties
- Net charge: +1
- Spin multiplicity: 1
- Orbital gap (alpha / beta): 7.9 / 7.9 eV
- LUMO (alpha / beta): -5.31 / -5.31 eV

***

<3>
Here is the ion C5H7N2 with charge +1 from the Open Molecules 2025 dataset. Energies are from wB97M-V/def2-TZVPD.

```
14
Properties=species:S:1:pos:R:3
C 1.23 0.35 0.77
C 0.09 -0.01 1.52
C 2.52 0.57 1.09
C 0.33 0.85 -0.36
C -0.81 0.29 0.39
N 3.67 0.65 1.45
N -1.17 -1.15 -0.06
H 0.10 2.09 -0.39
H 0.76 0.49 -1.29
H -1.74 0.76 0.40
H 4.25 1.42 1.73
H -2.02 -1.18 -0.51
H -1.08 -1.79 0.85
H -0.40 -1.57 -0.71
```

Properties
- Net charge: +1
- Spin multiplicity: 1
- Orbital gap (alpha / beta): 7.3 / 7.3 eV
- LUMO (alpha / beta): -4.98 / -4.98 eV

***

<4>
Here is a cluster of 2 separate species, C5H7N2 in total from the Open Molecules 2025 dataset. Energies are from wB97M-V/def2-TZVPD.

```
14
Properties=species:S:1:pos:R:3
C -0.64 1.84 -0.88
C -1.91 0.43 -1.90
C -0.17 0.58 -0.71
C 1.84 -0.67 0.92
C 1.29 -0.84 2.19
N -1.64 1.69 -1.74
N -1.01 -0.28 -1.26
H -0.10 2.77 -0.50
H -2.76 -0.10 -2.51
H 2.48 -1.44 0.40
H 0.39 -0.19 2.30
H 2.19 -0.58 2.61
H 0.95 -1.87 2.44
H -0.93 -1.34 -1.38
```

Properties
- Net charge: +1
- Spin multiplicity: 1
- Orbital gap (alpha / beta): 6.4 / 7.1 eV
- LUMO (alpha / beta): -7.09 / -6.68 eV

***

Name the least stable of them. <4>.

***

<1>
Here is a structure of composition C5H7N2 from the Open Molecules 2025 dataset. Energies are from wB97M-V/def2-TZVPD.

```
14
Properties=species:S:1:pos:R:3
C 1.36 -0.35 2.33
C 0.90 -1.51 1.55
C -1.76 -0.38 -1.65
C -0.84 0.39 -1.37
C -0.07 1.48 -1.13
N 0.94 0.45 1.44
N 0.39 -0.77 0.61
H 2.00 -0.28 3.17
H 1.05 -2.60 1.55
H -1.85 -1.08 -0.94
H -2.33 -0.35 -2.54
H -0.79 2.21 -0.85
H 0.63 1.67 -1.95
H 0.37 1.13 -0.21
```

Properties
- Net charge: +1
- Spin multiplicity: 1
- Orbital gap: 8.9 eV
- LUMO: -5.47 eV

***

<2>
Here is the ion C5H7N2 with charge +1 from the Open Molecules 2025 dataset. Energies are from wB97M-V/def2-TZVPD.

```
14
Properties=species:S:1:pos:R:3
C 1.05 1.20 0.03
C -0.25 0.58 0.00
N -1.62 1.23 0.00
C -2.40 0.14 0.05
C -1.77 -1.01 0.00
N -0.48 -0.75 -0.07
C 0.61 -1.72 0.01
H 1.93 0.65 -0.48
H 1.20 1.11 1.13
H 0.99 2.26 -0.20
H -1.91 2.20 -0.28
H 0.13 -2.59 0.00
H 1.21 -1.83 -0.98
H 1.31 -1.47 0.79
```

Properties
- Net charge: +1
- Spin multiplicity: 1
- SMILES: Cc1[nH+]c#cn1C
- Orbital gap (alpha / beta): 8.0 / 7.6 eV
- LUMO (alpha / beta): -6.05 / -6.45 eV

***

<3>
Here is the ion C5H7N2 with charge +1 from the Open Molecules 2025 dataset. Energies are from wB97M-V/def2-TZVPD.

```
14
Properties=species:S:1:pos:R:3
C -0.87 -1.58 0.00
C -0.04 0.67 -0.48
C -1.53 2.44 -1.17
C 0.20 -0.49 0.34
C 1.05 -0.55 1.52
N -0.87 1.47 -0.73
N 0.43 -1.75 -0.59
H -2.29 2.13 -1.99
H -1.57 3.46 -0.70
H 1.26 -1.47 2.12
H 0.69 0.24 2.31
H 1.97 -0.22 1.21
H 0.63 -1.79 -1.64
H 0.93 -2.58 -0.19
```

Properties
- Net charge: +1
- Spin multiplicity: 1
- Orbital gap (alpha / beta): 6.1 / 7.2 eV
- LUMO (alpha / beta): -6.36 / -5.49 eV

***

Name the least stable of them. <3>.

***

<1>
Here is an isolated molecule of C9H16N2 from the Open Molecules 2025 dataset. Energies are from wB97M-V/def2-TZVPD.

```
27
Properties=species:S:1:pos:R:3
C -0.26 1.60 0.08
C -2.60 -0.10 -0.27
C -1.43 -0.07 0.49
C 0.91 0.62 0.18
C -0.03 -0.61 -0.02
C 2.01 0.85 -0.82
C 1.39 0.75 1.57
C -0.02 -1.09 -1.43
C 0.35 -1.92 0.77
N -0.59 2.73 -0.29
N -3.73 -0.36 0.33
H -2.62 0.14 -1.36
H -1.78 -0.05 1.54
H 2.53 -0.19 -0.78
H 2.62 1.67 -0.58
H 1.69 1.10 -1.83
H 1.73 1.80 1.76
H 2.38 0.30 1.73
H 0.77 0.29 2.30
H -0.75 -1.88 -1.56
H 0.96 -1.47 -1.63
H -0.21 -0.35 -2.19
H 1.20 -2.50 0.37
H -0.59 -2.57 0.73
H 0.59 -1.66 1.82
H 0.05 3.35 -0.68
H -4.57 -0.39 -0.21
```

Properties
- Net charge: 0
- Spin multiplicity: 3
- Orbital gap (alpha / beta): 6.0 / 7.5 eV
- LUMO (alpha / beta): 0.68 / -1.59 eV

***

<2>
Here is a structure of composition C9H16N2 from the Open Molecules 2025 dataset. Energies are from wB97M-V/def2-TZVPD.

```
27
Properties=species:S:1:pos:R:3
C 0.25 -2.00 0.31
C 0.25 1.09 -1.04
C -0.91 0.27 -1.01
C -1.98 1.07 1.13
C -2.86 -0.95 -0.16
C 2.38 -0.63 -1.01
C 2.27 1.02 0.77
C 0.88 -0.87 0.78
C -1.81 0.11 0.00
N -0.29 -2.98 0.01
N 1.53 0.03 -0.02
H 0.76 1.18 -1.99
H 0.26 1.99 -0.46
H -0.97 -0.46 -1.82
H -2.02 0.55 2.08
H -1.19 1.81 1.16
H -2.93 1.59 1.00
H -3.26 -0.93 -1.17
H -3.66 -0.82 0.55
H -2.40 -1.93 -0.02
H 2.87 0.11 -1.65
H 3.14 -1.22 -0.50
H 1.77 -1.30 -1.61
H 2.74 1.75 0.11
H 1.59 1.53 1.44
H 3.04 0.52 1.36
H 0.56 -0.53 1.75
```

Properties
- Net charge: 0
- Spin multiplicity: 3
- Orbital gap (alpha / beta): 5.5 / 7.0 eV
- LUMO (alpha / beta): 0.62 / -1.36 eV

***

Name the least stable of them. <1>.

***

<1>
Here is a structure of composition H12O6 from the Open Molecules 2025 dataset. Energies are from wB97M-V/def2-TZVPD.

```
18
Properties=species:S:1:pos:R:3
O 0.63 6.55 -0.44
H 0.05 5.93 -0.88
H 0.68 7.30 -1.03
O 0.62 7.81 1.30
H 0.55 7.13 0.63
H 0.11 7.47 2.03
O -0.33 4.34 0.49
H -0.60 3.46 0.77
H 0.49 4.20 0.02
O 2.31 8.50 -2.15
H 2.62 7.64 -2.43
H 1.36 8.44 -2.19
O 1.68 4.81 -0.40
H 1.49 5.75 -0.44
H 2.40 4.74 0.24
O 0.40 8.67 -1.82
H -0.19 9.15 -1.25
H -0.14 8.40 -2.57
```

Properties
- Net charge: 0
- Spin multiplicity: 1
- Orbital gap: 10.1 eV
- LUMO: -0.21 eV

***

<2>
Here is a cluster of 6 separate species, H12O6 in total from the Open Molecules 2025 dataset. Energies are from wB97M-V/def2-TZVPD.

```
18
Properties=species:S:1:pos:R:3
O 0.57 -0.81 1.56
H -0.10 -1.10 2.18
H 0.07 -0.44 0.83
O 2.60 -1.32 -1.40
H 3.44 -1.75 -1.55
H 2.34 -1.66 -0.52
O -0.03 1.71 2.93
H 0.80 1.22 3.05
H -0.19 1.44 2.03
O 0.84 0.84 -1.77
H 0.80 -0.07 -1.44
H 1.71 0.89 -2.17
O -2.06 1.22 -2.19
H -2.44 2.06 -2.45
H -1.11 1.46 -2.14
O -1.97 -1.46 0.94
H -2.42 -1.08 0.18
H -2.34 -2.33 1.09
```

Properties
- Net charge: 0
- Spin multiplicity: 1
- SMILES: O.O.O.O.O.O
- Orbital gap: 11.3 eV
- LUMO: 0.37 eV

***

<3>
Here is a structure of composition H12O6 from the Open Molecules 2025 dataset. Energies are from wB97M-V/def2-TZVPD.

```
18
Properties=species:S:1:pos:R:3
H 0.87 -0.99 0.05
H 1.34 0.15 -0.80
H -1.08 -1.54 -1.19
H -1.32 -1.67 0.30
H 1.21 2.94 -1.13
H 2.30 1.86 -0.65
H -4.06 -0.23 -1.02
H -3.20 -0.34 0.35
H 2.90 -2.46 0.79
H 3.57 -1.10 0.54
H -1.14 1.31 0.63
H -1.43 1.10 2.06
O 0.59 -0.45 -0.78
O -0.68 -1.42 -0.33
O 1.94 2.81 -0.55
O -3.86 0.23 -0.20
O 2.71 -1.56 0.52
O -0.66 1.36 1.43
```

Properties
- Net charge: 0
- Spin multiplicity: 1
- Orbital gap: 9.2 eV
- LUMO: 0.25 eV

***

Name the least stable of them. <1>.

***

<1>
Here is a cluster of 6 separate species, H12O6 in total from the Open Molecules 2025 dataset. Energies are from wB97M-V/def2-TZVPD.

```
18
Properties=species:S:1:pos:R:3
O -2.64 1.82 -0.55
H -2.22 1.00 -0.75
H -3.19 2.12 -1.32
O 2.01 1.45 0.44
H 1.37 0.72 0.38
H 2.60 1.26 1.15
O -0.36 0.47 3.32
H -1.19 0.92 3.14
H -0.21 0.06 2.47
O 1.64 -2.46 -0.82
H 2.32 -3.11 -0.60
H 2.11 -1.68 -1.18
O -0.86 -0.11 -1.96
H -0.74 0.61 -2.61
H -0.56 -0.91 -2.43
O 0.05 -0.50 0.74
H 0.39 -1.37 0.61
H -0.52 -0.29 -0.01
```

Properties
- Net charge: 0
- Spin multiplicity: 1
- SMILES: O.O.O.O.O.O
- Orbital gap: 10.4 eV
- LUMO: -0.05 eV

***

<2>
Here is a cluster of 6 separate species, H12O6 in total from the Open Molecules 2025 dataset. Energies are from wB97M-V/def2-TZVPD.

```
18
Properties=species:S:1:pos:R:3
O -2.39 -0.87 0.56
H -2.43 0.07 0.79
H -2.22 -1.33 1.38
O 0.82 0.95 1.90
H 1.38 1.72 2.06
H -0.07 1.25 2.13
O 3.72 -0.32 0.40
H 4.10 -0.32 -0.49
H 2.85 0.09 0.28
O 0.30 -0.48 -0.59
H 0.56 0.10 0.14
H -0.65 -0.64 -0.46
O -3.52 -2.66 -1.50
H -4.41 -2.32 -1.61
H -3.10 -2.06 -0.87
O 2.00 2.35 -1.15
H 1.55 2.95 -1.75
H 1.51 1.53 -1.21
```

Properties
- Net charge: 0
- Spin multiplicity: 1
- SMILES: O.O.O.O.O.O
- Orbital gap: 10.8 eV
- LUMO: -0.26 eV

***

Name the least stable of them. <2>.